Entry from OMol25: a single C4H5NO molecule (ωB97M-V with the def2-TZVPD basis set).

Structure (XYZ):
```
11
Properties=species:S:1:pos:R:3:mulliken_charge:R:1
C 2.53863 -0.14179 0.20050 -0.236
C 1.48292 -0.08267 -0.37378 -0.353
C 0.06215 0.11166 -0.39349 0.786
C -0.81103 -1.06071 -0.05451 -1.029
N -0.27700 1.34596 -0.37777 -0.492
O -1.60613 1.50449 -0.04179 -0.378
H 3.36993 -0.09733 0.85807 0.380
H -1.49469 -1.30409 -0.87174 0.294
H -0.19057 -1.93224 0.16697 0.326
H -1.40927 -0.80615 0.82514 0.323
H -1.66494 2.46286 0.06241 0.380
```

Results
Highest occupied orbital energy (eV): -9.200
Calculated total energy (eV): -7762.657
SMILES string: C#C/C(C)=N/O
Orbital gap (eV): 10.0524
Relative energy (zero: lowest compared OMol25 entry of this formula, charge and spin) (kJ/mol): 373.4

---

Entry from OMol25: a single C4H5NO molecule (ωB97M-V with the def2-TZVPD basis set).

Structure (XYZ):
```
11
Properties=species:S:1:pos:R:3:mulliken_charge:R:1
C -1.27004 -0.67023 0.74094 -1.070
C -0.34515 0.51179 0.62627 0.170
C 2.04731 -0.66058 -0.75373 -0.261
O 1.44083 0.38260 -1.31384 -0.259
C 0.37897 0.78066 -0.55245 0.512
N -0.56852 1.58318 -0.53944 -0.571
H -2.20026 -0.39907 1.24763 0.329
H -1.51127 -1.07849 -0.24563 0.295
H -0.77674 -1.46030 1.31874 0.298
H 0.02744 0.93023 1.56136 0.359
H 2.86772 -0.85540 -1.47319 0.198
```

Results
Highest occupied orbital energy (eV): -9.728
Calculated total energy (eV): -7761.193
Orbital gap (eV): 9.4664
Relative energy (zero: lowest compared OMol25 entry of this formula, charge and spin) (kJ/mol): 514.6

---

Entry from OMol25: a single C4H5NO molecule at a distorted geometry (ωB97M-V with the def2-TZVPD basis set).

Structure (XYZ):
```
11
Properties=species:S:1:pos:R:3:mulliken_charge:R:1
H 1.28992 -1.62546 -2.51275 0.229
N 0.85039 -0.96889 -1.87440 -0.599
C 0.82171 -1.46337 -0.71025 0.089
O 0.29719 -0.83312 0.33827 -0.277
C -0.24235 0.44963 0.08116 -0.127
C -0.76666 0.98908 1.32736 -0.710
C -1.22977 1.88211 1.99217 -0.003
H 1.18800 -2.42982 -0.35968 0.356
H -1.02799 0.41003 -0.68429 0.297
H 0.52648 1.11736 -0.32774 0.307
H -1.70691 2.47244 2.73017 0.436
```

Results
Highest occupied orbital energy (eV): -10.171
Calculated total energy (eV): -7763.866
SMILES string: [H]/N=C/OCC#C
Orbital gap (eV): 11.0715
Relative energy (zero: lowest compared OMol25 entry of this formula, charge and spin) (kJ/mol): 256.7

---

Entry from OMol25: a single C4H5NO molecule (ωB97M-V with the def2-TZVPD basis set).

Structure (XYZ):
```
11
Properties=species:S:1:pos:R:3:mulliken_charge:R:1
C 1.57697 0.44370 0.01394 0.088
N 0.97809 0.27926 1.12307 -0.545
C -0.25214 -0.41739 0.80560 -0.072
C -1.21882 0.38681 -0.05232 -0.678
C -0.24026 -0.54310 -0.68900 0.001
O 0.99938 -0.01286 -1.12434 -0.369
H 2.54595 0.90936 -0.11741 0.376
H -0.53424 -1.19047 1.51438 0.348
H -1.04277 1.45702 -0.04724 0.224
H -2.25760 0.10271 -0.20083 0.272
H -0.56320 -1.42206 -1.23017 0.355
```

Results
Highest occupied orbital energy (eV): -9.533
Calculated total energy (eV): -7765.023
SMILES string: C1=N[C@H]2C[C@H]2O1
Orbital gap (eV): 10.5955
Relative energy (zero: lowest compared OMol25 entry of this formula, charge and spin) (kJ/mol): 145.0

---

Entry from OMol25: a single C4H5NO molecule (ωB97M-V with the def2-TZVPD basis set).

Structure (XYZ):
```
11
Properties=species:S:1:pos:R:3:mulliken_charge:R:1
C 1.71712 1.05497 0.53478 -0.324
C 1.08076 0.15300 1.01966 -0.010
C 0.07998 -0.91990 0.99490 0.374
O 0.03835 -1.87734 1.73954 -0.584
N -0.78313 -0.73084 -0.05968 -0.161
C -0.71434 0.37818 -0.99377 -0.774
H 2.26825 1.87437 0.13448 0.383
H -1.23857 -1.57824 -0.36076 0.283
H -1.21569 0.09626 -1.92354 0.309
H 0.34677 0.62617 -1.18653 0.236
H -1.18059 1.28178 -0.57737 0.268
```

Results
Highest occupied orbital energy (eV): -9.909
Calculated total energy (eV): -7764.402
SMILES string: C#CC(=O)NC
Orbital gap (eV): 10.7325
Relative energy (zero: lowest compared OMol25 entry of this formula, charge and spin) (kJ/mol): 205.0

---

Entry from OMol25: a single C4H5NO molecule (ωB97M-V with the def2-TZVPD basis set).

Structure (XYZ):
```
11
Properties=species:S:1:pos:R:3:mulliken_charge:R:1
C 0.16496 1.72012 -0.07816 -0.703
N -0.31359 0.47539 -0.65446 -0.164
C -0.36702 -0.66150 0.00725 0.925
O 0.35500 -0.84073 1.13707 -0.465
C -0.84393 -1.97764 -0.40099 -1.063
C 0.10587 -2.24697 0.50819 0.040
H -0.66350 2.43507 -0.04148 0.289
H 0.99487 2.14060 -0.65191 0.268
H 0.50029 1.50599 0.93797 0.296
H -0.74704 0.46142 -1.56835 0.249
H 0.81407 -3.01175 0.80487 0.329
```

Results
Highest occupied orbital energy (eV): -8.472
Calculated total energy (eV): -7761.984
Orbital gap (eV): 9.1122
Relative energy (zero: lowest compared OMol25 entry of this formula, charge and spin) (kJ/mol): 438.3

---

Entry from OMol25: a single C4H5NO molecule at a distorted geometry (ωB97M-V with the def2-TZVPD basis set).

Structure (XYZ):
```
11
Properties=species:S:1:pos:R:3:mulliken_charge:R:1
C 0.91493 0.29662 1.14692 -1.141
C -0.09085 -0.18584 0.15178 0.628
C -1.48361 0.05728 0.41742 -0.010
N -2.60942 0.28837 0.58638 -0.430
C 0.29220 -0.50057 -1.09554 -0.130
O -0.49993 -0.44671 -2.16877 -0.471
H 1.93715 0.11347 0.78527 0.344
H 0.78937 1.38854 1.18509 0.275
H 0.76080 -0.15940 2.11591 0.311
H 1.33344 -0.75929 -1.28701 0.323
H -1.34407 -0.09248 -1.83745 0.300
```

Results
Highest occupied orbital energy (eV): -9.337
Calculated total energy (eV): -7765.559
SMILES string: C/C(C#N)=C/O
Orbital gap (eV): 10.0997
Relative energy (zero: lowest compared OMol25 entry of this formula, charge and spin) (kJ/mol): 93.3

---

Entry from OMol25: a single C4H5NO molecule (ωB97M-V with the def2-TZVPD basis set).

Structure (XYZ):
```
11
Properties=species:S:1:pos:R:3:mulliken_charge:R:1
C -1.21079 -0.66737 -0.21405 -1.024
C 0.34158 0.53357 1.19600 -0.478
C 0.19088 -0.65392 0.41198 0.276
O 1.02211 -0.37296 -0.93578 -0.190
N 1.37708 0.85654 -0.86250 -0.105
C 1.02905 1.39070 0.30943 -0.195
H -2.00528 -1.11529 0.38507 0.327
H -1.50727 0.36602 -0.43517 0.282
H -1.06486 -1.21204 -1.13981 0.324
H 0.59690 -1.59092 0.82464 0.374
H 1.23552 2.43691 0.47237 0.408
```

Results
Highest occupied orbital energy (eV): -9.339
Calculated total energy (eV): -7761.611
Orbital gap (eV): 8.3693
Relative energy (zero: lowest compared OMol25 entry of this formula, charge and spin) (kJ/mol): 474.2